ORCA calculation (ωB97M-V with the def2-TZVPD basis set) on a structure of composition C25H33F4O2Si in a non-equilibrium geometry.

The geometry in XYZ format:
```
65
C25H33F4O2Si | the Open Molecules 2025 dataset | ωB97M-V with the def2-TZVPD basis set
C -5.3885 1.0442 1.4312
C -4.0539 0.4081 1.8261
C -2.9495 1.4120 2.0695
C -1.5836 0.8576 2.2952
O -1.3278 0.0181 1.1058
C -0.0852 -0.3709 0.8735
C 0.0775 -1.2384 -0.2343
O 0.8067 0.0914 1.7265
Si 2.4506 0.4791 1.3681
C 2.8857 0.0268 -0.3755
C 2.4858 2.3062 1.6029
C 3.5639 -0.3666 2.6351
C 4.1630 -1.6407 2.0156
C 2.7622 -0.7131 3.9025
C 4.7239 0.5709 3.0052
H -6.0283 0.2762 0.9789
H -5.9305 1.4525 2.2994
H -5.2640 1.8332 0.6791
H -4.1700 -0.1991 2.7415
H -3.7199 -0.2312 1.0029
H -2.8728 2.1199 1.2481
H -3.1341 2.0123 2.9580
H -0.8088 1.6479 2.3293
H -1.5254 0.2061 3.1848
H 1.0559 -1.6478 -0.4320
H -0.7812 -1.9199 -0.1486
H 3.8350 0.5100 -0.6510
H 3.0522 -1.0464 -0.5599
H 2.1522 0.3637 -1.1211
H 3.4257 2.7325 1.2547
H 1.6724 2.7829 1.0180
H 2.3466 2.5741 2.6570
H 4.7853 -1.4141 1.1509
H 4.8079 -2.1332 2.7589
H 3.4000 -2.3561 1.7240
H 2.3246 0.1708 4.3632
H 1.9739 -1.4370 3.7011
H 3.4324 -1.1618 4.6365
H 4.3848 1.4799 3.5004
H 5.3983 0.0533 3.7013
H 5.3211 0.8537 2.1383
F -4.7330 1.1587 -2.0194
C -3.9898 -0.0143 -1.8713
C -4.6786 -1.2045 -1.6455
C -3.8998 -2.3607 -1.5890
F -4.5118 -3.5804 -1.2720
C -2.5357 -2.3563 -1.7982
C -1.8556 -1.1254 -2.0024
C -0.4255 -1.1523 -2.2147
C 0.2401 -0.3175 -3.1822
C 1.6533 -0.4396 -3.3791
C 2.2743 0.2576 -4.4040
F 3.6186 0.0486 -4.6222
C 1.5716 1.1240 -5.2756
C 0.2005 1.2542 -5.0488
F -0.5366 2.0860 -5.8816
C -0.4779 0.5500 -4.0593
C -2.6082 0.0766 -1.9602
H -5.7449 -1.2057 -1.4139
H -1.9627 -3.2808 -1.7777
H 0.0820 -2.1590 -2.0865
H 2.2251 -1.1110 -2.7461
H 2.0812 1.6785 -6.0659
H -1.5470 0.6105 -3.9822
H -2.1039 1.0554 -2.0636
```

Summary:
- Net charge: +1
- Electronic energy: -1811.6061 Eh
- Orbital gap: 7.45 eV
- HOMO level: -12.2 eV


ORCA calculation (ωB97M-V with the def2-TZVPD basis set) on a cluster of 6 separate species, C31H63F3IN2O8 in total in a non-equilibrium geometry.

The geometry in XYZ format:
```
108
C31H63F3IN2O8 | the Open Molecules 2025 dataset | ωB97M-V with the def2-TZVPD basis set
C 0.8420 -6.1617 1.4567
C 0.9833 -6.5270 -0.1182
C 2.2998 -5.8861 -0.8043
C 1.9393 -4.6953 -1.8669
C 2.4274 -3.3173 -1.2005
C 2.5624 -2.0783 -2.2117
C 1.3269 -1.8811 -3.2196
C 0.4197 -0.5615 -2.8774
C -0.9333 -1.1144 -2.2100
C -1.7005 -0.0784 -1.2555
C -0.8106 0.5451 -0.0777
C -1.4775 1.9820 0.3295
C -1.4195 3.0634 -0.8427
C -1.9256 4.5361 -0.3694
C -3.5226 4.7191 -0.5778
C -4.3573 3.8491 0.4750
N -4.8047 2.5145 -0.0595
C -5.1371 1.3058 0.6928
C -5.6186 0.0829 -0.1324
C -5.5184 0.6794 -1.5768
C -5.0244 2.1335 -1.4558
O -0.6906 2.5408 1.4449
C -0.8580 1.7529 2.6437
C -0.1343 0.3245 2.3444
C 1.4423 0.4477 2.0867
C 2.3516 -0.3999 3.0929
O 2.0562 -0.7088 4.2693
I 4.3193 -1.0317 2.3187
N -0.9107 -0.2839 1.1995
C -0.4190 -1.7001 1.0327
O -1.4301 -2.6553 0.6566
C -2.3724 -2.8964 1.6857
F -2.7032 -4.2778 1.6294
F -1.9712 -2.5019 2.9754
F -3.5757 -2.2101 1.3009
H -0.2247 -6.4171 1.8312
H 0.9859 -5.0470 1.6638
H 1.5524 -6.8183 2.0889
H 0.9979 -7.6843 -0.1565
H 0.0031 -6.2175 -0.6246
H 2.8007 -6.7300 -1.3997
H 3.0016 -5.5278 0.0305
H 0.7822 -4.6631 -1.8776
H 2.3499 -4.8957 -2.9114
H 3.4917 -3.5160 -0.7874
H 1.7689 -3.1295 -0.2845
H 3.5413 -2.2247 -2.8060
H 2.7321 -1.1387 -1.5549
H 1.7861 -1.6633 -4.2588
H 0.6434 -2.7872 -3.3318
H 1.0723 0.0811 -2.1946
H 0.2444 0.0535 -3.8404
H -1.6555 -1.3416 -3.0868
H -0.6930 -2.1256 -1.7379
H -2.2256 0.6828 -1.9209
H -2.5479 -0.6795 -0.7382
H 0.2640 0.7872 -0.3697
H -2.5203 1.7765 0.7544
H -0.3468 3.1732 -1.2607
H -2.0711 2.8052 -1.7568
H -1.7107 4.7577 0.7288
H -1.3477 5.3342 -0.9708
H -3.7516 5.8321 -0.3511
H -3.8404 4.5744 -1.6755
H -3.7974 3.7439 1.4751
H -5.3321 4.4122 0.7263
H -5.0695 1.2223 1.8263
H -5.9554 -0.9402 0.2443
H -5.7874 0.0924 -2.5301
H -4.8674 2.8321 -2.3360
H -0.3908 2.2234 3.5714
H -1.9876 1.5750 2.8474
H -0.2914 -0.3493 3.2694
H 1.7740 0.1493 1.0223
H 1.7154 1.5670 2.1928
H -1.9174 -0.2138 1.4739
H 0.3307 -1.6713 0.1509
H 0.2207 -2.0350 1.9373
C -0.3624 8.4081 -0.9962
O -1.3498 7.5389 -0.4573
H 0.6057 7.9082 -0.9567
H -0.6055 8.6433 -2.0353
H -0.3187 9.3268 -0.4066
H -2.1948 8.0046 -0.5040
C -6.8207 -1.0694 -5.2231
O -5.8198 -1.0962 -4.2136
H -7.7011 -0.5592 -4.8320
H -6.4485 -0.5292 -6.0969
H -7.0894 -2.0908 -5.5026
H -5.0532 -1.5518 -4.5840
C 5.2537 0.5108 6.5507
O 4.5802 0.6996 5.3138
H 6.1899 1.0690 6.5307
H 4.6310 0.8793 7.3694
H 5.4690 -0.5508 6.6946
H 3.7560 0.1955 5.3585
C 6.1179 2.5008 1.5514
O 5.0582 2.9752 2.3690
H 6.3203 3.2360 0.7722
H 7.0153 2.3616 2.1594
H 5.8280 1.5537 1.0885
H 4.9007 2.3055 3.0500
C 6.4887 -1.3317 -1.2812
O 5.8916 -2.6138 -1.1640
H 5.9795 -0.7745 -2.0680
H 6.3902 -0.7937 -0.3347
H 7.5443 -1.4420 -1.5408
H 6.3616 -3.0829 -0.4624
```

Summary:
- Net charge: +1
- Electronic energy: -2527.1030 Eh
- Orbital gap: 7.28 eV
- HOMO level: -10.0 eV


ORCA calculation (ωB97M-V with the def2-TZVPD basis set) on a cluster of 11 separate species, C26H68N6O22 in total in a non-equilibrium geometry.

The geometry in XYZ format:
```
122
C26H68N6O22 | the Open Molecules 2025 dataset | ωB97M-V with the def2-TZVPD basis set
C 10.3401 4.6344 1.2710
N 9.2984 3.8321 0.5502
O 9.1858 4.0269 -0.6502
O 8.6168 3.0204 1.1626
H 10.4889 4.2253 2.2702
H 9.8200 5.5920 1.2452
H 11.2427 4.7057 0.6641
C 8.6528 -3.9729 3.3922
N 10.0514 -3.7104 3.8685
O 10.8873 -4.5278 3.6454
O 10.2869 -2.6146 4.2678
H 8.0482 -3.3162 4.0178
H 8.5221 -5.0459 3.5328
H 8.6406 -3.7345 2.3287
C 1.7926 -0.1095 -0.3057
N 1.9358 -1.4603 0.3162
O 2.6041 -1.5095 1.4114
O 1.4095 -2.3683 -0.3141
H 1.5593 -0.1026 -1.3705
H 2.6777 0.5177 -0.1994
H 1.0284 0.3681 0.3076
C 3.2481 4.5199 4.9117
N 2.7098 5.4306 5.9382
O 2.3775 6.5389 5.5656
O 2.7064 5.0293 7.1201
H 4.2480 4.8836 4.6748
H 2.4812 4.6275 4.1447
H 3.1620 3.4672 5.1807
C 3.7445 -9.5170 -0.9929
N 4.2354 -10.6049 -1.9379
O 5.0813 -10.3061 -2.8071
O 3.8930 -11.7531 -1.7327
H 4.5971 -8.8915 -0.7284
H 3.4016 -10.1140 -0.1478
H 2.9887 -8.9803 -1.5662
C 4.7735 8.8135 -2.5206
N 4.3486 8.5443 -1.0832
O 4.2980 7.3727 -0.6244
O 4.0700 9.4360 -0.4434
H 4.0354 9.5315 -2.8780
H 4.8238 7.9508 -3.1849
H 5.7830 9.2118 -2.4197
C -4.6956 5.1259 5.2864
O -4.4853 3.7747 4.8815
C -4.2342 2.8744 5.9244
C -3.9449 1.3827 5.3787
O -4.9596 0.9686 4.5239
C -5.2410 -0.4092 4.5344
H -3.7991 5.4077 5.8388
H -5.4867 5.2041 6.0322
H -5.0008 5.7427 4.4411
H -5.0560 2.8086 6.6375
H -3.3075 3.0866 6.4575
H -3.7384 0.7379 6.2328
H -2.9709 1.3080 4.8951
H -4.3503 -0.9411 4.2000
H -6.0525 -0.7450 3.8887
H -5.3611 -0.4638 5.6163
C -1.8629 -6.9289 6.9652
O -0.7547 -5.9811 7.0801
C 0.4919 -6.5920 6.6753
C 1.7244 -5.7585 7.3090
O 1.7835 -6.0005 8.6746
C 2.6591 -5.0412 9.2724
H -1.7832 -7.9102 7.4329
H -2.0048 -7.0719 5.8940
H -2.7997 -6.4992 7.3198
H 0.4870 -6.5831 5.5854
H 0.6286 -7.6122 7.0341
H 1.6044 -4.7122 7.0282
H 2.7104 -6.0073 6.9165
H 2.5328 -5.0967 10.3536
H 2.5305 -4.0216 8.9092
H 3.7004 -5.2309 9.0120
C 0.4378 -4.3845 -7.2649
O 0.0034 -4.7157 -8.6015
C -0.1775 -3.6098 -9.3816
C -0.6494 -3.9978 -10.7809
O -1.8822 -4.6808 -10.9074
C -1.9877 -5.9439 -10.2738
H 1.4050 -3.8839 -7.3090
H 0.4325 -5.3482 -6.7556
H -0.1769 -3.6323 -6.7705
H 0.6846 -2.9434 -9.4113
H -1.0224 -3.0694 -8.9548
H 0.1450 -4.5955 -11.2278
H -0.6261 -3.1730 -11.4930
H -2.8460 -6.4651 -10.6978
H -2.2456 -5.9659 -9.2149
H -1.1602 -6.6331 -10.4418
C -10.7607 1.4283 -3.9096
O -10.7413 1.3855 -2.5088
C -9.7966 2.1985 -1.8912
C -8.5096 1.4856 -1.5587
O -7.7671 1.2249 -2.7841
C -6.5826 0.4540 -2.7112
H -11.3516 2.2550 -4.3041
H -11.2065 0.5346 -4.3462
H -9.8425 1.6428 -4.4565
H -10.2393 2.4763 -0.9347
H -9.5599 3.1522 -2.3631
H -8.7772 0.4958 -1.1891
H -7.9756 1.8965 -0.7019
H -6.1644 0.2769 -3.7021
H -6.7616 -0.5105 -2.2360
H -5.7733 0.9313 -2.1586
C -1.6608 7.5374 -1.8974
O -1.5061 6.9550 -3.1938
C -2.0731 5.6813 -3.4769
C -1.2647 4.9283 -4.5765
O 0.1683 4.8478 -4.2927
C 0.8654 4.0968 -5.2555
H -1.3686 7.0158 -0.9860
H -2.6494 7.9949 -1.8608
H -0.9431 8.3572 -1.8666
H -3.1349 5.5952 -3.7080
H -1.9970 4.9882 -2.6391
H -1.4337 5.5605 -5.4482
H -1.7702 4.0335 -4.9398
H 1.9252 4.3422 -5.1874
H 0.4907 4.3130 -6.2560
H 0.7675 3.0116 -5.2847
```

Summary:
- ΔE to the lowest compared entry with this formula, charge and spin: 130.3 kcal/mol
- Electronic energy: -3014.2516 Eh
- Orbital gap: 9.21 eV
- HOMO level: -9.6 eV


ORCA calculation (ωB97M-V with the def2-TZVPD basis set) on a cluster of 2 separate species, C5H9NO4 in total in a non-equilibrium geometry.

The geometry in XYZ format:
```
19
C5H9NO4 | the Open Molecules 2025 dataset | ωB97M-V with the def2-TZVPD basis set
C -1.0624 1.6568 1.5300
C -0.3145 0.4447 1.0108
C 0.7428 -0.2719 1.6982
C 1.4776 -1.3026 0.9121
O 2.7524 -1.6034 1.5066
C -0.8628 -0.1854 -0.2944
O 0.0792 0.9605 -0.2089
O -1.5467 -0.7531 -4.2390
N -1.2107 0.3971 -4.3242
O -1.0814 1.0807 -5.3289
H -1.9322 1.8092 0.8946
H -1.3181 1.7918 2.5707
H -0.3298 2.4190 1.2109
H 1.3038 0.3204 2.4159
H 0.8634 -2.2204 0.8672
H 1.6684 -1.0022 -0.1406
H 3.1156 -2.3793 1.0835
H -0.4464 -1.1276 -0.6463
H -1.8984 -0.0344 -0.5180
```

Summary:
- ΔE to the lowest compared entry with this formula, charge and spin: 207.7 kcal/mol
- Electronic energy: -551.3588 Eh
- Orbital gap (spin up / spin down): 9.97 / 5.96 eV
- HOMO level (spin up / spin down): -10.2 / -8.3 eV


ORCA calculation (ωB97M-V with the def2-TZVPD basis set) on a structure of composition C49H56N6PtS in a non-equilibrium geometry.

The geometry in XYZ format:
```
113
C49H56N6PtS | the Open Molecules 2025 dataset | ωB97M-V with the def2-TZVPD basis set
Pt 0.1578 0.0649 0.7618
C -0.6075 -1.7159 6.8175
C 0.6470 -0.9458 6.3801
C 0.9131 -1.1044 4.9169
C 1.7231 -2.0080 4.2990
C 2.5841 -3.0647 4.9149
C 1.8992 -4.4388 4.9323
C 1.6268 -1.7549 2.8842
N 0.8223 -0.6740 2.6639
C 0.3449 -0.2757 3.8850
C -0.5251 0.7583 4.1207
C -0.9137 1.6882 3.1984
C -1.8452 2.7670 3.4159
C -2.6756 2.9179 4.6501
C -3.8838 1.9704 4.6120
C -1.8657 3.5103 2.2705
C -0.9148 2.9082 1.3717
C -0.4773 3.4207 0.1793
C 0.4419 2.8296 -0.6632
N 1.0093 1.5928 -0.5134
C 1.7709 1.3680 -1.6273
C 2.4294 0.2014 -1.9475
C 2.4958 -0.9232 -1.1704
N 1.8731 -1.0567 0.0384
C 2.3867 -2.1864 0.6082
C 2.2670 -2.5079 1.9308
C 3.2582 -2.8608 -0.3270
C 3.3437 -2.0635 -1.4246
C 4.1758 -2.2771 -2.6488
C 3.4684 -3.1669 -3.6773
C 3.8685 -4.2055 -0.0973
C 2.8003 -5.3081 -0.1283
C 1.7494 2.5345 -2.4727
C 0.9089 3.4305 -1.8860
C 0.4802 4.7742 -2.3853
C -0.8960 4.7126 -3.0630
C 2.5235 2.6581 -3.7471
C 1.7933 2.0089 -4.9311
N -0.3902 1.7739 1.9376
C -2.7619 4.6474 1.8965
C -3.8669 4.1648 0.9447
H -0.8111 -1.5331 7.8719
H -0.4690 -2.7879 6.6797
H -1.4806 -1.4060 6.2402
H 1.5050 -1.3126 6.9433
H 0.5282 0.1111 6.6222
H 2.8262 -2.7757 5.9376
H 3.5267 -3.1318 4.3694
H 0.9708 -4.3953 5.5014
H 2.5526 -5.1751 5.3984
H 1.6645 -4.7815 3.9232
H -0.9005 0.8716 5.1287
H -3.0231 3.9464 4.7418
H -2.0722 2.7009 5.5333
H -4.5509 2.2384 3.7907
H -4.4485 2.0270 5.5415
H -3.5557 0.9369 4.4731
H -0.8731 4.3810 -0.1225
H 2.9895 0.1879 -2.8719
H 2.8026 -3.3799 2.2799
H 5.1203 -2.7419 -2.3631
H 4.4210 -1.3183 -3.1073
H 3.2532 -4.1491 -3.2541
H 4.1038 -3.3037 -4.5520
H 2.5279 -2.7170 -3.9990
H 4.3819 -4.2292 0.8670
H 4.6108 -4.4040 -0.8702
H 2.0455 -5.1474 0.6432
H 3.2564 -6.2830 0.0390
H 2.3000 -5.3259 -1.0979
H 1.2093 5.1477 -3.1042
H 0.4495 5.4847 -1.5577
H -0.8753 4.0237 -3.9087
H -1.1813 5.6977 -3.4304
H -1.6678 4.3697 -2.3703
H 3.4989 2.1863 -3.6192
H 2.7018 3.7098 -3.9706
H 1.5844 0.9545 -4.7329
H 2.3973 2.0717 -5.8354
H 0.8499 2.5254 -5.1191
H -2.1874 5.4407 1.4138
H -3.2167 5.0686 2.7926
H -3.4399 3.6975 0.0543
H -4.4918 4.9982 0.6262
H -4.5031 3.4308 1.4420
N -1.3088 0.3477 -0.9158
S -0.8395 0.3858 -2.4953
C -2.3896 0.6714 -3.3401
C -2.3562 1.4448 -4.4902
C -3.5550 1.7538 -5.1175
C -4.7541 1.2995 -4.5872
C -4.7666 0.5186 -3.4359
C -3.5789 0.2010 -2.7984
C -0.5837 -1.3483 -2.8730
C -0.4207 -1.6676 -4.2151
C -0.1881 -2.9857 -4.5679
C -0.1013 -3.9656 -3.5856
C -0.2462 -3.6282 -2.2486
C -0.4876 -2.3104 -1.8822
H -1.7123 1.2553 -0.6824
H -1.4131 1.7919 -4.8948
H -3.5431 2.3547 -6.0166
H -5.6856 1.5583 -5.0722
H -5.7013 0.1585 -3.0281
H -3.5637 -0.4020 -1.9002
H -0.5028 -0.9004 -4.9767
H -0.0775 -3.2534 -5.6100
H 0.0660 -4.9953 -3.8721
H -0.1877 -4.3949 -1.4872
H -0.6210 -2.0459 -0.8456
N -2.6951 -0.6456 1.7046
C -1.6176 -0.7689 1.3305
H -3.6381 -0.5033 2.0160
```

Summary:
- ΔE to the lowest compared entry with this formula, charge and spin: 17.7 kcal/mol
- Net charge: +2
- Electronic energy: -2746.2435 Eh
- Orbital gap: 5.00 eV
- HOMO level: -11.9 eV


ORCA calculation (ωB97M-V with the def2-TZVPD basis set) on a cluster of 2 separate species, C2H9NS2 in total.

The geometry in XYZ format:
```
14
C2H9NS2 | the Open Molecules 2025 dataset | ωB97M-V with the def2-TZVPD basis set
C -1.5504 -0.6188 -0.5953
N -0.3515 -1.3146 -0.1312
C -0.0197 -0.9279 1.2404
H -1.8644 -1.0381 -1.5557
H -2.3489 -0.7543 0.1344
H -1.3981 0.4582 -0.7100
H 0.4214 -1.0170 -0.7159
H -0.2004 0.1456 1.4185
H 1.0231 -1.1501 1.4619
H -0.6754 -1.4844 1.9217
S 1.3274 2.9492 -0.6348
S 2.5068 1.3378 -0.0349
H 0.1492 2.3167 -0.5358
H 2.9809 1.0976 -1.2632
```

Summary:
- ΔE to the lowest compared entry with this formula, charge and spin: 17.7 kcal/mol
- Electronic energy: -932.6958 Eh
- Orbital gap: 9.10 eV
- HOMO level: -8.9 eV


ORCA calculation (ωB97M-V with the def2-TZVPD basis set) on a cluster of 2 separate species, C4H8NO2 in total in a non-equilibrium geometry.

The geometry in XYZ format:
```
15
C4H8NO2 | the Open Molecules 2025 dataset | ωB97M-V with the def2-TZVPD basis set
C -3.3397 0.1057 1.2189
C -2.3087 0.2666 0.5344
C -1.1336 0.5031 -1.5034
C -0.9523 0.3659 -0.0104
N 2.4371 -1.7748 0.1291
O -0.0022 0.1148 -2.2244
O 0.0137 -0.0781 0.5694
H -4.0777 0.0955 1.9838
H -1.2923 1.5481 -1.4485
H -2.0404 0.1749 -2.0951
H 1.7970 -2.3211 0.7523
H 3.0680 -0.9658 0.3410
H 1.6617 -1.2420 -0.3685
H -0.0923 0.3524 -3.1304
H 2.9618 -2.2750 -0.5656
```

Summary:
- ΔE to the lowest compared entry with this formula, charge and spin: 90.5 kcal/mol
- Net charge: +1
- Electronic energy: -362.0692 Eh
- Orbital gap: 9.76 eV
- HOMO level: -13.6 eV


- The lowest electronic energy belongs to which entry?
  C26H68N6O22